No. 1
C24H32MgN6O4 as an isolated structure in a non-equilibrium geometry. Source: the Open Molecules 2025 dataset; level of theory: the ωB97M-V functional and the def2-TZVPD basis.

HOMO energy (spin up / spin down): -9.542 / -9.544 eV
net charge: +1
gap between HOMO and LUMO (spin up / spin down): 2.63 / 2.17 eV
spin multiplicity: 2

Element x y z (Å)
Mg (-1.9591, -2.0047, 0.9587)
C (-0.9068, -0.1137, 0.4053)
O (-1.6599, -0.6246, -0.4388)
O (-0.2678, -1.0743, 0.8064)
O (-1.6350, -0.1138, 1.4038)
C (-0.3704, 2.5544, -1.5453)
C (-0.1936, 3.4077, -2.7597)
O (0.3741, 4.4454, -2.6511)
N (-0.7978, 3.0398, -3.8607)
C (-0.7682, 3.8055, -5.0748)
H (-0.9639, 1.6687, -1.7722)
H (-0.7758, 3.0563, -0.6668)
H (0.5960, 2.2203, -1.1678)
H (-1.2266, 2.1299, -3.9519)
H (0.2380, 3.7241, -5.4860)
H (-0.8073, 4.8931, -5.0140)
H (-1.5038, 3.4489, -5.7959)
N (1.7615, -3.0921, 1.4351)
C (2.8407, -3.4722, 0.6677)
C (3.5613, -4.3866, 1.3502)
C (2.9169, -4.6853, 2.5187)
C (1.7730, -3.9019, 2.5636)
H (1.0511, -2.4576, 1.0992)
H (2.9729, -3.1246, -0.3463)
H (4.4368, -4.9356, 1.0364)
H (3.1804, -5.4212, 3.2640)
H (0.9792, -3.7563, 3.2812)
N (-1.8879, -0.4258, -3.1941)
C (-3.0100, 0.1847, -3.6777)
C (-2.7830, 0.3840, -5.0807)
C (-1.4608, 0.0584, -5.3815)
C (-0.9265, -0.3838, -4.1785)
H (-1.7507, -0.6193, -2.2123)
H (-3.8828, 0.3479, -3.0630)
H (-3.5199, 0.7571, -5.7765)
H (-0.9574, 0.0926, -6.3364)
H (0.0736, -0.6822, -3.9007)
N (-2.2581, 1.8939, 3.1363)
C (-2.9738, 2.9819, 2.7993)
C (-3.2800, 3.6629, 3.9448)
C (-2.6812, 3.0224, 5.0358)
C (-1.9613, 1.9313, 4.5078)
H (-1.8802, 1.1982, 2.5092)
H (-3.2163, 3.1402, 1.7588)
H (-3.7974, 4.6108, 3.9562)
H (-2.8164, 3.4252, 6.0288)
H (-1.3151, 1.1992, 4.9691)
N (0.4606, -0.7521, 3.7667)
C (1.5277, 0.0688, 4.0624)
C (2.0390, -0.3088, 5.3214)
C (1.1928, -1.3430, 5.8017)
C (0.2717, -1.6298, 4.8210)
H (-0.0803, -0.7428, 2.9137)
H (1.8426, 0.8281, 3.3619)
H (2.8403, 0.1905, 5.8458)
H (1.2826, -1.8276, 6.7626)
H (-0.5062, -2.3784, 4.7890)
N (1.3840, -1.2681, -1.5968)
C (2.4702, -0.3464, -1.8204)
C (3.2624, -0.9121, -2.7586)
C (2.6696, -2.0909, -3.2818)
C (1.6022, -2.3478, -2.4415)
H (0.6232, -1.2395, -0.9331)
H (2.4586, 0.4872, -1.1338)
H (4.1939, -0.4762, -3.0882)
H (3.0015, -2.7494, -4.0708)
H (0.9031, -3.1709, -2.4248)

Charges per atom according to natural (NBO) partitioning, unit e: 1.8363 1.0275 -0.9906 -0.9465 -0.9238 -0.7119 0.6538 -0.5851 -0.5974 -0.4347 0.1745 0.2589 0.2359 0.3743 0.2069 0.2459 0.2001 -0.5391 -0.0694 -0.2791 -0.2936 -0.0765 0.4236 0.2144 0.2273 0.2311 0.2021 -0.5455 0.1753 -0.2000 -0.2597 0.1829 0.4814 0.2542 0.2627 0.2774 0.2730 -0.5281 -0.0677 -0.3080 -0.2856 -0.0850 0.4333 0.1967 0.2208 0.2285 0.2209 -0.5378 -0.0607 -0.2945 -0.2779 -0.1046 0.4228 0.2130 0.2330 0.2290 0.1922 -0.5788 -0.0848 -0.2738 -0.3164 -0.0856 0.4233 0.2246 0.2384 0.2407 0.2053



No. 2
One molecule with the formula C24H32N2O3S2. Source: the Open Molecules 2025 dataset; level of theory: the ωB97M-V functional and the def2-TZVPD basis.

HOMO energy: -8.649 eV
gap between HOMO and LUMO: 9.10 eV
SMILES string: Cc1ccc(C)c(NS(=O)(=O)c2cc(C(=O)NCCSC3CCCCC3)ccc2C)c1
energy relative to the best compared isomer or geometry (same formula, charge and spin): 5.28 kcal/mol

Element x y z (Å)
C (5.1725, 1.2074, 0.3351)
C (3.9253, 1.3706, -0.4778)
C (3.4219, 2.6301, -0.7765)
C (2.2686, 2.7604, -1.5286)
C (1.5583, 1.6544, -1.9726)
C (0.3248, 1.8138, -2.8125)
C (2.0439, 0.3849, -1.6360)
N (1.3518, -0.7740, -1.9763)
S (1.3482, -2.0911, -0.9280)
O (2.5180, -2.8797, -1.1734)
O (0.0712, -2.7096, -1.1230)
C (1.3830, -1.3024, 0.6955)
C (0.4329, -0.3057, 0.8163)
C (0.3385, 0.4439, 1.9793)
C (-0.7363, 1.4712, 2.1162)
O (-1.4293, 1.5716, 3.1094)
N (-0.8865, 2.2590, 1.0263)
C (-2.0829, 3.0336, 0.8106)
C (-2.6999, 2.7084, -0.5487)
S (-2.7047, 0.9190, -0.9231)
C (-4.0733, 0.3022, 0.1434)
C (-5.1381, -0.3503, -0.7301)
C (-4.6118, -1.6359, -1.3611)
C (-4.1384, -2.6080, -0.2856)
C (-3.0449, -1.9618, 0.5587)
C (-3.5520, -0.6705, 1.1932)
C (1.1954, 0.1535, 3.0363)
C (2.1331, -0.8491, 2.9073)
C (2.2523, -1.6017, 1.7357)
C (3.2710, -2.6926, 1.6744)
C (3.2303, 0.2574, -0.9228)
H (5.8601, 2.0320, 0.1626)
H (4.9214, 1.1930, 1.3965)
H (5.6701, 0.2722, 0.0924)
H (3.9419, 3.5125, -0.4348)
H (1.9064, 3.7484, -1.7765)
H (-0.5439, 1.3394, -2.3524)
H (0.4724, 1.3595, -3.7921)
H (0.1033, 2.8683, -2.9601)
H (0.4598, -0.6436, -2.4270)
H (-0.2574, -0.1462, 0.0018)
H (-0.2638, 2.1417, 0.2412)
H (-2.7638, 2.7833, 1.6296)
H (-1.8665, 4.1080, 0.8580)
H (-2.1068, 3.1494, -1.3498)
H (-3.7203, 3.0838, -0.6177)
H (-4.4758, 1.1963, 0.6262)
H (-5.4554, 0.3469, -1.5098)
H (-6.0067, -0.5755, -0.1050)
H (-5.3948, -2.0934, -1.9689)
H (-3.7719, -1.3926, -2.0165)
H (-3.7507, -3.5146, -0.7516)
H (-4.9817, -2.8863, 0.3522)
H (-2.7185, -2.6475, 1.3422)
H (-2.1810, -1.7565, -0.0774)
H (-2.7627, -0.2019, 1.7829)
H (-4.3775, -0.9008, 1.8734)
H (1.1109, 0.7200, 3.9511)
H (2.7959, -1.0702, 3.7312)
H (4.2135, -2.3515, 2.0988)
H (2.9275, -3.5407, 2.2669)
H (3.4269, -3.0313, 0.6563)
H (3.6088, -0.7337, -0.7315)

Charges per atom according to natural (NBO) partitioning, unit e: -0.6301 0.0140 -0.2297 -0.1851 -0.1038 -0.6410 0.2354 -0.8654 2.3031 -0.9277 -0.9359 -0.2551 -0.2095 -0.1437 0.6716 -0.6193 -0.6087 -0.2452 -0.5261 0.1311 -0.3013 -0.4127 -0.4024 -0.4002 -0.3991 -0.4229 -0.1405 -0.2068 0.0159 -0.6635 -0.2855 0.2186 0.2221 0.2183 0.2102 0.2084 0.2165 0.2226 0.2220 0.4237 0.2484 0.4048 0.2343 0.1998 0.2194 0.2273 0.2198 0.2133 0.2029 0.2101 0.2031 0.2128 0.1897 0.2132 0.2100 0.2248 0.2039 0.2334 0.2174 0.2201 0.2319 0.2617 0.2258



No. 3
One molecule with the formula C24H32N4O3. Source: the Open Molecules 2025 dataset; level of theory: the ωB97M-V functional and the def2-TZVPD basis.

HOMO energy: -8.631 eV
gap between HOMO and LUMO: 9.13 eV
SMILES string: CC(C)N(Cc1nccn1C)C(=O)c1ccc(OC2CCN(C(=O)C3CC3)CC2)cc1
energy relative to the best compared isomer or geometry (same formula, charge and spin): 42.99 kcal/mol

Element x y z (Å)
C (3.3869, -0.4184, 1.6074)
C (2.6996, -1.3223, 2.6354)
C (3.7051, -2.2829, 3.2602)
N (2.0057, -0.5204, 3.6396)
C (2.7164, -0.0850, 4.8370)
C (3.8452, 0.8502, 4.5656)
N (5.0989, 0.4701, 4.4667)
C (5.8174, 1.5940, 4.2228)
C (4.9816, 2.6711, 4.1729)
N (3.7205, 2.1913, 4.3891)
C (2.5363, 3.0035, 4.4569)
C (0.7704, -0.0146, 3.4259)
O (0.2664, 0.8195, 4.1664)
C (0.0069, -0.5312, 2.2479)
C (-0.5489, -1.8083, 2.2631)
C (-1.3212, -2.2436, 1.2097)
C (-1.5625, -1.4151, 0.1100)
O (-2.3411, -1.9598, -0.8620)
C (-2.6527, -1.2259, -2.0328)
C (-1.4888, -1.2333, -3.0307)
C (-1.8526, -0.3757, -4.2427)
N (-3.2123, -0.6416, -4.6671)
C (-3.9784, 0.2332, -5.3693)
O (-5.1562, 0.0209, -5.5907)
C (-3.2779, 1.4655, -5.8538)
C (-3.6165, 2.7706, -5.1768)
C (-4.1079, 2.4982, -6.5583)
C (-3.7934, -1.8806, -4.1962)
C (-3.8811, -1.8989, -2.6668)
C (-1.0195, -0.1349, 0.1012)
C (-0.2536, 0.2996, 1.1703)
H (4.2032, 0.1299, 2.0681)
H (3.7910, -1.0228, 0.7995)
H (2.6742, 0.2882, 1.1876)
H (1.9336, -1.9079, 2.1153)
H (4.5272, -1.7354, 3.7144)
H (3.2268, -2.9121, 4.0073)
H (4.1055, -2.9259, 2.4806)
H (3.1204, -0.9584, 5.3511)
H (1.9715, 0.3942, 5.4780)
H (6.8807, 1.5530, 4.0992)
H (5.1699, 3.7118, 4.0057)
H (2.5231, 3.5762, 5.3876)
H (1.6428, 2.3815, 4.4142)
H (2.5228, 3.7019, 3.6190)
H (-0.3805, -2.4565, 3.1108)
H (-1.7616, -3.2280, 1.2119)
H (-2.8968, -0.1872, -1.7700)
H (-0.5843, -0.8384, -2.5660)
H (-1.2861, -2.2644, -3.3218)
H (-1.1466, -0.5790, -5.0601)
H (-1.7666, 0.6812, -3.9707)
H (-2.2584, 1.3206, -6.1857)
H (-2.8223, 3.4891, -5.0349)
H (-4.3333, 2.7409, -4.3700)
H (-5.1539, 2.2647, -6.6826)
H (-3.6641, 3.0312, -7.3848)
H (-3.1865, -2.7158, -4.5597)
H (-4.7892, -1.9545, -4.6355)
H (-4.7866, -1.3904, -2.3375)
H (-3.9241, -2.9295, -2.3140)
H (-1.1912, 0.5434, -0.7197)
H (0.1464, 1.3031, 1.1617)

Charges per atom according to natural (NBO) partitioning, unit e: -0.6220 -0.0359 -0.6373 -0.4290 -0.2707 0.3266 -0.4828 -0.0915 -0.1057 -0.3287 -0.4285 0.6834 -0.6461 -0.1586 -0.1692 -0.2543 0.3083 -0.4933 0.1031 -0.4418 -0.2094 -0.4430 0.6881 -0.6360 -0.3434 -0.3998 -0.3977 -0.2316 -0.4135 -0.2673 -0.1715 0.2228 0.2114 0.2054 0.2152 0.2457 0.2070 0.2174 0.2320 0.2545 0.2074 0.2143 0.2027 0.2605 0.2056 0.2198 0.2269 0.1757 0.2277 0.2122 0.1951 0.2056 0.2261 0.2149 0.2210 0.2429 0.2156 0.1867 0.2577 0.2163 0.2260 0.2097 0.2178